1.
The following is a quantum chemistry calculation of 3 unconnected molecules or ions with the total composition C5H15N2O, from OMol25.

Its net charge is +1. For the total energy, the calculation gives -10446.40745 eV. The energy above the lowest of the compared OMol25 structures with the same formula, charge and spin is 400.7 kJ/mol. As for the HOMO energy: -12.42 eV.

Each line ends with the Löwdin charge.
Cartesian coordinates (Å):
C (1.1257, 1.3454, -0.8584)  -0.046
C (0.3301, 1.9350, 0.1875)  0.056
C (-1.0705, 1.9602, 0.1420)  -0.109
C (-1.8431, 1.7072, -0.9321)  0.154
N (1.9750, -1.1944, 1.4201)  0.011
C (0.8242, -1.9500, 0.9474)  -0.335
N (0.5006, -1.7436, -0.4576)  0.002
H (2.1033, 1.8172, -0.9579)  0.117
H (0.6132, 1.4727, -1.8249)  0.104
H (1.1312, 0.2365, -0.8004)  0.091
H (0.8299, 2.1626, 1.1218)  0.146
H (2.0094, -0.2654, 1.0401)  0.023
H (-0.0234, -1.6145, 1.5505)  0.096
H (-1.6038, 2.2368, 1.0432)  0.132
H (-1.4690, 1.3409, -1.8746)  0.102
H (-2.9093, 1.8981, -0.9106)  0.114
H (2.8528, -1.6642, 1.2775)  0.068
H (1.0136, -2.9926, 1.2120)  0.118
H (1.0169, -2.3213, -1.1054)  0.087
H (-0.4816, -1.8520, -0.6617)  0.044
H (-2.9346, -1.3282, 0.2940)  0.080
H (-1.9715, -0.1559, -0.1199)  -0.021
O (-2.0191, -1.0304, 0.2674)  -0.033

***

2.
The following is a quantum chemistry calculation of a molecular structure, C12H15BF13O6Sn, from OMol25.

Its net charge is +1. For the total energy, the calculation gives -66803.49765 eV. The energy above the lowest of the compared OMol25 structures with the same formula, charge and spin is 0.0 kJ/mol. As for the HOMO energy: -13.91 eV.

Each line ends with the Löwdin charge.
Cartesian coordinates (Å):
Sn (-0.7208, 1.3948, -1.5510)  1.912
B (2.0170, 1.8528, -0.0627)  -1.565
F (1.3082, 2.8847, 0.2532)  0.221
F (3.2480, 1.9063, 0.5470)  0.183
F (1.2304, 0.7626, 0.4342)  0.051
F (2.1818, 1.7970, -1.4133)  0.139
C (-3.8240, -2.5925, 0.8403)  -0.051
C (-2.9809, -1.6626, 1.7416)  -0.216
O (-1.7063, -2.1931, 2.0495)  0.020
C (-0.7471, -2.3112, 1.0753)  -0.302
O (-0.8679, -1.9217, -0.0941)  0.078
C (0.5915, -2.7027, 1.6732)  -0.485
F (1.5190, -1.7864, 1.4024)  0.180
F (0.5028, -2.9101, 2.9946)  0.181
F (1.0555, -3.8861, 1.0539)  0.107
H (-3.3751, -2.9325, -0.0930)  0.076
H (-4.7421, -2.0165, 0.7235)  0.082
H (-4.1425, -3.4722, 1.3996)  0.084
H (-3.5673, -1.5372, 2.6518)  0.131
H (-2.8744, -0.7244, 1.1971)  0.104
C (-0.9913, 5.9499, 2.8687)  -0.038
C (-1.4675, 4.6230, 2.1876)  -0.204
O (-1.1785, 3.4787, 2.9990)  0.027
C (-1.2756, 2.1824, 2.4505)  -0.273
O (-1.4809, 1.9297, 1.2965)  0.020
C (-1.0016, 1.0538, 3.4904)  -0.585
F (-2.1664, 0.4403, 3.7105)  0.175
F (-0.1311, 0.2383, 3.0089)  0.235
F (-0.6104, 1.5090, 4.6774)  0.199
H (0.0699, 6.0675, 3.0879)  0.083
H (-1.5158, 5.9174, 3.8237)  0.076
H (-1.3702, 6.8284, 2.3465)  0.082
H (-1.1279, 4.6262, 1.1518)  0.110
H (-2.5574, 4.6175, 2.1753)  0.126
C (1.0227, -2.0702, -5.7545)  -0.068
C (1.4154, -2.8928, -4.5515)  -0.175
O (2.6648, -2.4190, -3.9756)  0.061
C (2.7765, -1.4531, -3.1069)  -0.353
O (1.8813, -0.6618, -2.8055)  0.065
C (4.1734, -1.3763, -2.4021)  -0.470
F (3.9391, -1.6562, -1.0667)  0.137
F (5.0827, -2.2576, -2.8464)  0.168
F (4.7203, -0.1618, -2.5805)  0.173
H (1.7462, -2.0277, -6.5687)  0.088
H (0.9290, -1.0682, -5.3357)  0.066
H (0.1485, -2.4561, -6.2787)  0.088
H (1.6239, -3.8836, -4.9552)  0.128
H (0.5753, -3.0267, -3.8700)  0.128

***

3.
The following is a quantum chemistry calculation of 6 unconnected molecules or ions with the total composition C49H67F43N3O12S, from OMol25.

Its net charge is +1. For the total energy, the calculation gives -208616.06211 eV. As for the HOMO energy: -10.77 eV.

Each line ends with the Löwdin charge.
Cartesian coordinates (Å):
C (8.5776, 0.3869, 0.7712)  -0.093
O (7.1771, 0.1890, 0.9899)  -0.203
C (6.7293, 0.8835, 2.1400)  -0.235
C (6.7411, 2.4219, 1.9170)  -0.163
C (5.3812, 3.0107, 2.3077)  -0.213
C (5.0881, 4.3817, 1.6651)  -0.203
C (5.4965, 4.5066, 0.1918)  -0.200
C (5.0268, 3.3438, -0.7170)  -0.183
C (3.8341, 3.7797, -1.6278)  -0.187
C (2.5280, 3.0931, -1.1585)  -0.217
C (1.3696, 3.4875, -2.0776)  -0.204
C (0.0283, 2.7567, -1.8436)  -0.185
C (-0.2735, 2.7535, -0.3354)  -0.176
C (-1.7272, 2.3041, -0.0640)  -0.073
N (-2.0628, 2.5557, 1.3391)  -0.010
O (-1.7081, 3.7883, 1.8163)  0.070
C (-2.6371, 1.7229, 2.1426)  -0.251
N (-3.0810, 0.4971, 1.6162)  0.016
C (-3.2698, -0.5269, 2.6612)  -0.140
C (-3.1935, -1.9465, 2.0077)  -0.127
C (-2.2613, -2.8366, 2.8305)  -0.245
O (-0.9464, -2.6086, 2.3283)  -0.060
C (-4.4433, 0.8647, 1.0669)  -0.103
C (-4.9608, 0.0018, -0.0657)  -0.153
O (-4.0153, 0.0175, -1.1401)  -0.021
C (-3.8408, -1.2524, -1.6511)  -0.255
O (-2.7455, -1.6133, -2.0966)  0.081
N (-2.8737, 2.0040, 3.4987)  -0.059
C (-1.6571, 2.2793, 4.2822)  -0.126
C (-0.5611, 1.2001, 4.1405)  -0.019
C (0.8167, 1.8047, 3.9009)  -0.622
F (1.6058, 0.7931, 3.4623)  0.125
F (0.8198, 2.7127, 2.9172)  0.149
F (1.3835, 2.2830, 5.0045)  0.161
C (-4.0356, 2.8580, 3.7582)  -0.194
S (-3.7198, 4.4592, 4.5547)  0.706
O (-3.4338, 4.2868, 5.9415)  -0.312
O (-2.7987, 5.2447, 3.7879)  -0.324
H (9.0160, 0.7967, 1.6785)  0.086
H (8.7284, 1.0749, -0.0631)  0.084
H (9.0192, -0.5642, 0.4859)  0.085
H (5.7135, 0.5300, 2.3127)  0.111
H (7.3170, 0.5861, 3.0148)  0.118
H (6.9923, 2.5456, 0.8686)  0.093
H (7.5390, 2.8112, 2.5466)  0.117
H (5.4044, 3.1576, 3.3905)  0.109
H (4.5416, 2.3387, 2.1279)  0.093
H (5.6622, 5.1137, 2.2387)  0.107
H (4.0390, 4.6326, 1.8347)  0.100
H (5.0558, 5.4260, -0.1882)  0.097
H (6.5790, 4.5914, 0.1381)  0.103
H (5.8397, 3.0597, -1.3855)  0.106
H (4.7416, 2.4378, -0.1850)  0.098
H (3.6773, 4.8430, -1.4527)  0.099
H (4.0248, 3.5574, -2.6728)  0.109
H (2.3751, 3.3923, -0.1223)  0.105
H (2.6839, 2.0160, -1.2525)  0.120
H (1.1478, 4.5531, -1.9973)  0.117
H (1.6820, 3.2861, -3.1019)  0.114
H (0.0241, 1.7440, -2.2411)  0.116
H (-0.7525, 3.3462, -2.3302)  0.111
H (-0.0760, 3.7356, 0.0789)  0.115
H (0.3860, 1.9872, 0.0708)  0.118
H (-1.8221, 1.2658, -0.3555)  0.131
H (-2.3561, 2.9340, -0.6980)  0.145
H (-2.4126, 4.4099, 1.5688)  0.144
H (-2.5109, -0.5203, 3.4311)  0.097
H (-4.2389, -0.4734, 3.1628)  0.128
H (-4.1780, -2.3842, 1.8711)  0.108
H (-2.6803, -1.7901, 1.0591)  0.111
H (-2.3000, -2.6167, 3.8976)  0.121
H (-2.5071, -3.8771, 2.6136)  0.120
H (-0.3023, -2.7049, 3.0356)  0.090
H (-5.1754, 0.9693, 1.8696)  0.132
H (-4.3373, 1.8641, 0.6385)  0.126
H (-5.2217, -1.0001, 0.2695)  0.116
H (-5.8807, 0.4810, -0.4112)  0.127
H (-4.7302, -1.9016, -1.6622)  0.131
H (-1.1926, 3.2395, 4.0608)  0.111
H (-1.9467, 2.3069, 5.3290)  0.130
H (-0.4622, 0.6500, 5.0724)  0.140
H (-0.7062, 0.4943, 3.3249)  0.116
H (-4.7529, 2.3169, 4.3798)  0.122
H (-4.5445, 3.0529, 2.8124)  0.109
H (-4.9341, 5.0852, 4.4811)  0.097
C (-7.8443, -4.3437, -3.4269)  -0.039
C (-7.6255, -3.9027, -1.9640)  -0.423
C (-6.4116, -4.4677, -1.2282)  -0.309
F (-6.4335, -5.8000, -1.1130)  0.118
F (-6.3743, -3.9644, 0.0397)  0.075
F (-8.7537, -4.1237, -1.2710)  0.149
F (-7.4325, -2.5394, -1.9807)  0.061
O (-8.7811, -5.3767, -3.6771)  0.051
C (-8.4054, -6.7069, -3.5828)  -0.534
C (-9.1403, -7.4327, -2.4532)  -0.282
F (-8.9167, -6.8359, -1.2640)  0.098
F (-8.6938, -8.7029, -2.3673)  0.109
F (-7.0674, -6.8190, -3.4831)  0.148
F (-8.7542, -7.2882, -4.7439)  0.159
H (-8.2818, -3.4770, -3.9224)  0.146
H (-6.9011, -4.5226, -3.9434)  0.149
H (-5.4858, -4.1734, -1.7344)  0.165
H (-10.2158, -7.4411, -2.6410)  0.178
C (-11.0998, 1.4161, -2.5659)  -0.032
C (-10.6911, 2.4744, -1.5206)  -0.440
C (-10.0753, 3.7789, -2.0347)  -0.301
F (-8.9271, 3.5741, -2.7095)  0.094
F (-9.7799, 4.5783, -0.9803)  0.092
F (-9.8787, 1.8980, -0.6033)  0.121
F (-11.8291, 2.8230, -0.8641)  0.113
O (-10.2017, 0.3373, -2.8123)  0.048
C (-9.1636, 0.4733, -3.7092)  -0.537
C (-7.8030, 0.3759, -3.0196)  -0.278
F (-7.6625, 1.3147, -2.0555)  0.083
F (-6.8063, 0.5726, -3.9153)  0.102
F (-9.2942, 1.5986, -4.4308)  0.156
F (-9.2583, -0.5575, -4.5768)  0.150
H (-11.9763, 0.9264, -2.1456)  0.151
H (-11.4439, 1.8714, -3.4936)  0.148
H (-10.7777, 4.3109, -2.6820)  0.176
H (-7.6713, -0.6011, -2.5611)  0.142
C (3.0390, 3.6642, 7.5274)  -0.045
C (3.5008, 2.3109, 8.1083)  -0.436
C (3.0758, 1.9692, 9.5402)  -0.308
F (3.5475, 2.8481, 10.4402)  0.103
F (3.5694, 0.7521, 9.8720)  0.097
F (4.8378, 2.2100, 7.9772)  0.137
F (2.9591, 1.3460, 7.3059)  0.093
O (3.9595, 4.7478, 7.5519)  0.045
C (4.0879, 5.5417, 8.6770)  -0.536
C (5.4765, 5.4235, 9.3113)  -0.286
F (5.7514, 4.1512, 9.6539)  0.102
F (5.5248, 6.1731, 10.4339)  0.105
F (3.0974, 5.2933, 9.5528)  0.148
F (3.9279, 6.8166, 8.2681)  0.149
H (2.8881, 3.4839, 6.4657)  0.127
H (2.0604, 3.9580, 7.9073)  0.146
H (1.9851, 1.9295, 9.6214)  0.172
H (6.2439, 5.7689, 8.6152)  0.177
C (2.6056, -4.2279, -1.5610)  -0.034
C (3.1818, -4.8773, -2.8352)  -0.438
C (4.0930, -4.0166, -3.7142)  -0.298
F (3.4656, -2.9276, -4.1991)  0.100
F (4.5048, -4.7441, -4.7822)  0.087
F (2.1691, -5.3939, -3.5650)  0.132
F (3.9352, -5.9318, -2.4195)  0.112
O (1.2782, -3.7139, -1.6073)  0.046
C (1.0304, -2.4432, -2.0754)  -0.538
C (0.1958, -2.4753, -3.3538)  -0.292
F (0.8010, -3.1803, -4.3261)  0.106
F (0.0110, -1.2162, -3.8217)  0.091
F (2.1712, -1.7441, -2.2163)  0.146
F (0.3089, -1.8082, -1.1202)  0.129
H (2.5399, -5.0377, -0.8363)  0.149
H (3.2955, -3.5100, -1.1261)  0.145
H (4.9789, -3.6945, -3.1627)  0.169
H (-0.7775, -2.9264, -3.1544)  0.159
C (8.5973, -6.1835, -7.3382)  -0.038
C (8.2497, -5.6039, -5.9518)  -0.438
C (7.3105, -4.3964, -5.9067)  -0.302
F (7.8105, -3.3267, -6.5521)  0.101
F (7.1209, -4.0200, -4.6131)  0.082
F (9.3947, -5.3379, -5.2872)  0.132
F (7.6243, -6.5999, -5.2640)  0.107
O (9.8312, -5.8037, -7.9364)  0.046
C (9.9316, -4.6365, -8.6676)  -0.539
C (10.8819, -3.6296, -8.0144)  -0.284
F (10.4843, -3.3184, -6.7659)  0.100
F (10.8988, -2.4873, -8.7377)  0.101
F (8.7152, -4.1144, -8.9092)  0.147
F (10.4498, -4.9744, -9.8659)  0.149
H (8.7128, -7.2537, -7.1759)  0.149
H (7.7676, -6.0878, -8.0378)  0.146
H (6.3367, -4.6426, -6.3351)  0.162
H (11.8934, -4.0377, -7.9644)  0.176

***

4.
The following is a quantum chemistry calculation of a molecular structure, C30H24Cl3F3GeIrN8O2S2, from OMol25.

Its net charge is +1. For the total energy, the calculation gives -174264.58934 eV. The energy above the lowest of the compared OMol25 structures with the same formula, charge and spin is 13.4 kJ/mol. As for the HOMO energy: -10.26 eV.

Each line ends with the Löwdin charge.
Cartesian coordinates (Å):
Ir (-0.0484, 0.4543, -0.1132)  1.181
C (-11.1445, -0.9535, 7.7172)  -0.064
O (-10.9850, -1.4410, 6.3913)  -0.065
C (-9.8218, -1.1944, 5.7607)  -0.276
C (-9.7165, -1.6964, 4.4609)  0.012
C (-8.5659, -1.4923, 3.7347)  -0.024
C (-7.4879, -0.7896, 4.2820)  -0.163
C (-7.6021, -0.2964, 5.5765)  -0.011
C (-8.7556, -0.4908, 6.3176)  0.001
C (-6.2473, -0.5603, 3.5460)  -0.243
N (-5.1819, 0.0385, 4.0320)  0.193
C (-4.2697, 0.0261, 3.0157)  -0.165
C (-4.7876, -0.5881, 1.8836)  -0.115
N (-6.0601, -0.9593, 2.2430)  0.189
C (-4.0593, -0.7258, 0.6627)  -0.061
C (-4.5181, -1.3077, -0.5352)  0.028
C (-3.6837, -1.3480, -1.6315)  -0.010
C (-2.3921, -0.8191, -1.5416)  -0.100
N (-1.9423, -0.2728, -0.4224)  -0.055
C (-2.7533, -0.2268, 0.6757)  -0.117
C (-2.1946, 0.3896, 1.8533)  -0.129
N (-0.9198, 0.8358, 1.7478)  -0.040
C (-0.3700, 1.4833, 2.7622)  -0.109
C (-1.0508, 1.6898, 3.9673)  -0.008
C (-2.3372, 1.2099, 4.1074)  0.044
C (-2.9404, 0.5501, 3.0204)  -0.061
H (-12.1377, -1.2598, 8.0291)  0.096
H (-11.0742, 0.1358, 7.7460)  0.098
H (-10.4020, -1.3901, 8.3882)  0.098
H (-10.5537, -2.2414, 4.0475)  0.126
H (-8.5196, -1.9021, 2.7327)  0.105
H (-6.7712, 0.2485, 6.0031)  0.115
H (-8.8137, -0.0941, 7.3200)  0.107
H (-6.7424, -1.4224, 1.6699)  0.151
H (-5.5184, -1.7173, -0.5970)  0.122
H (-4.0061, -1.7843, -2.5651)  0.119
H (-1.7033, -0.8274, -2.3766)  0.072
H (0.6583, 1.8388, 2.6046)  0.120
H (-0.5543, 2.2165, 4.7699)  0.118
H (-2.9013, 1.3458, 5.0204)  0.128
F (1.8248, 2.5781, -4.5768)  0.142
C (0.5428, 2.9691, -4.5473)  -0.600
F (-0.1780, 2.0249, -5.1756)  0.143
F (0.4417, 4.0915, -5.2708)  0.150
C (0.0566, 3.1756, -3.1364)  -0.096
C (-0.4061, 4.4016, -2.7057)  0.039
C (-0.8659, 4.5576, -1.3804)  -0.022
C (-0.8462, 3.4689, -0.5420)  -0.082
N (-0.3896, 2.2815, -0.9714)  -0.145
C (0.0654, 2.1128, -2.2223)  -0.626
S (0.5908, 0.4727, -2.3884)  0.686
H (-0.4127, 5.2341, -3.3956)  0.131
H (-1.2258, 5.5076, -1.0166)  0.112
H (-1.1743, 3.5256, 0.4861)  0.118
O (1.7486, 1.3195, 0.4330)  -0.695
Cl (3.5826, -0.9611, -0.9341)  0.225
Ge (3.3212, 1.0117, -0.1587)  -0.420
Cl (4.6225, 1.1256, 1.5348)  0.193
Cl (3.9654, 2.4363, -1.5869)  0.239
C (1.6668, -4.8363, -2.0796)  -0.084
C (0.7929, -4.8568, -0.8243)  -0.233
C (0.9028, -3.5701, -0.0676)  -0.593
N (0.4084, -2.4641, -0.4771)  0.044
N (0.6326, -1.4347, 0.4170)  -0.200
C (1.3418, -1.7813, 1.4768)  -0.712
N (1.6106, -0.9607, 2.5106)  0.129
S (1.8563, -3.4164, 1.3885)  1.140
H (1.5629, -5.7726, -2.6259)  0.079
H (2.7178, -4.7058, -1.8215)  0.079
H (1.3741, -4.0153, -2.7334)  0.077
H (1.0800, -5.6845, -0.1741)  0.106
H (-0.2548, -5.0046, -1.0912)  0.117
H (1.6035, 0.0157, 2.2487)  0.036
H (2.3726, -1.2257, 3.1149)  0.112